[1]
Entry from OMol25: 23 unconnected molecules or ions with the total composition C17H69BINO30 (the ωB97M-V functional and the def2-TZVPD basis).

* largest force on an atom: 0.048 hartree/bohr
* E_LUMO: -0.056 eV
* total energy: -3323.6520 Eh

The geometry in XYZ format:
```
119
C17H69BINO30 (the ωB97M-V functional and the def2-TZVPD basis)
C 5.481 0.144 2.447
C 4.053 0.297 1.903
C 4.011 1.218 0.673
C 2.588 1.717 0.431
C 1.604 0.596 0.120
O 1.967 -0.046 -1.095
C 2.426 -1.327 -0.916
O 3.549 -1.672 -1.219
C 1.361 -2.258 -0.379
C 0.462 -2.803 -1.241
C -0.547 -3.589 -0.761
C -0.637 -3.825 0.586
C 0.292 -3.315 1.448
C 1.299 -2.522 0.962
O 0.326 1.176 0.029
C -0.644 0.189 0.120
O -0.814 -0.362 -1.178
C -2.015 0.774 0.493
C -2.153 2.099 -0.292
C -3.576 2.609 -0.274
O -4.362 2.373 -1.173
O -2.167 1.123 1.855
C -1.946 0.096 2.710
O -2.664 0.438 3.896
I 0.179 -0.034 3.386
B -2.528 -1.375 2.297
N -1.935 -2.600 2.865
O -3.612 -1.519 1.460
H 6.153 0.009 1.594
H 5.475 -0.731 3.093
H 5.792 1.028 3.003
H 3.674 -0.691 1.626
H 3.393 0.705 2.676
H 4.316 0.655 -0.214
H 4.687 2.058 0.806
H 2.554 2.396 -0.433
H 2.188 2.242 1.300
H 1.579 -0.079 0.979
H 0.498 -2.630 -2.309
H -1.308 -4.018 -1.387
H -1.442 -4.420 0.994
H 0.263 -3.500 2.516
H 2.023 -2.102 1.648
H -0.340 -0.656 0.756
H -1.280 -1.203 -1.081
H -2.820 0.160 0.086
H -1.748 2.004 -1.296
H -1.555 2.858 0.221
H -3.929 3.233 0.570
H -2.129 0.200 4.662
H -1.006 -2.779 2.497
H -1.912 -2.534 3.877
H -3.363 -1.873 0.590
O 0.721 -4.040 4.291
H 0.883 -4.959 4.524
H 1.177 -3.541 4.976
O 4.108 3.740 2.443
H 4.385 3.980 3.334
H 3.503 4.444 2.187
O 3.618 2.972 -2.531
H 3.600 2.010 -2.453
H 3.715 3.129 -3.476
O -2.644 5.578 -1.545
H -3.548 5.393 -1.268
H -2.566 5.133 -2.397
O -3.065 -5.239 -0.759
H -3.987 -5.179 -0.488
H -3.107 -5.715 -1.595
O 4.097 -1.622 4.902
H 4.810 -2.246 5.076
H 4.008 -1.132 5.725
O 8.263 -0.051 0.872
H 8.300 0.286 -0.030
H 8.642 -0.933 0.813
O 0.232 -5.629 -2.703
H 0.805 -5.628 -1.929
H 0.796 -5.311 -3.415
O -2.255 8.084 -3.447
H -3.137 8.368 -3.705
H -2.407 7.301 -2.902
O 4.377 5.831 -1.820
H 4.370 4.968 -2.251
H 4.417 5.621 -0.882
O -5.744 -5.132 -1.893
H -6.194 -4.374 -1.508
H -6.151 -5.228 -2.763
O -6.764 -1.566 0.942
H -6.885 -0.950 1.671
H -5.811 -1.708 0.914
O 6.014 1.128 -2.574
H 5.975 0.168 -2.495
H 6.119 1.282 -3.519
O 0.103 10.473 -3.872
H -0.778 10.756 -4.131
H -0.059 9.689 -3.335
O 7.022 6.912 -1.144
H 7.713 6.787 -1.801
H 6.217 7.023 -1.669
O -0.778 -5.945 5.755
H -1.374 -5.370 6.243
H -1.180 -6.008 4.881
O 6.790 8.823 -3.150
H 7.071 9.059 -2.258
H 6.194 9.532 -3.411
O -3.397 -2.319 -1.330
H -3.965 -2.168 -2.092
H -2.926 -3.138 -1.541
O -8.508 -4.892 -1.824
H -9.293 -4.403 -2.097
H -8.850 -5.584 -1.244
O -8.232 -6.872 -3.823
H -8.228 -6.140 -3.186
H -7.321 -7.183 -3.821
O -3.621 3.366 3.254
H -3.415 2.452 3.495
H -3.202 3.894 3.941
O -6.100 -5.326 -4.972
H -5.431 -5.511 -5.638
H -6.881 -5.075 -5.477
```

These are the Mulliken partial charges, in e, on atoms 1 to 2: C -1.3926; C 0.7988

=====

[2]
Entry from OMol25: a single C4H10N2O molecule (the ωB97M-V functional and the def2-TZVPD basis).

* largest force on an atom: 0.038 hartree/bohr
* E_LUMO: 0.859 eV
* total energy: -343.1688 Eh
* structure (SMILES): CCCNC(N)=O
* energy above the lowest of the compared OMol25 structures with the same formula, charge and spin: 20.5 kcal/mol

The geometry in XYZ format:
```
17
C4H10N2O (the ωB97M-V functional and the def2-TZVPD basis)
C 0.999 -2.044 0.460
C 0.813 -1.241 -0.849
C -0.420 -0.280 -0.625
N -0.389 0.462 0.624
C -0.516 1.789 0.820
N -1.233 2.476 -0.230
O -0.149 2.409 1.792
H 1.495 -1.314 1.102
H 1.550 -2.966 0.374
H 0.018 -2.266 0.892
H 1.674 -0.609 -1.059
H 0.510 -1.784 -1.742
H -1.304 -0.928 -0.543
H -0.497 0.440 -1.432
H -0.371 -0.138 1.438
H -0.718 2.585 -1.093
H -1.461 3.411 0.073
```

These are the Mulliken partial charges, in e, on atoms 1 to 2: C -1.1477; C -0.2866

=====

[3]
Entry from OMol25: 2 unconnected molecules or ions with the total composition H5NO2 (the ωB97M-V functional and the def2-TZVPD basis).

* largest force on an atom: 0.043 hartree/bohr
* E_LUMO: 0.989 eV
* total energy: -208.1608 Eh
* structure (SMILES): NO.O
* energy above the lowest of the compared OMol25 structures with the same formula, charge and spin: 1.7 kcal/mol

The geometry in XYZ format:
```
8
H5NO2 (the ωB97M-V functional and the def2-TZVPD basis)
N -1.813 0.204 -0.098
O -0.497 -0.498 -0.016
H -2.210 0.159 0.866
H -1.535 1.179 -0.294
H -0.423 -0.885 -0.871
O 2.446 0.168 -0.088
H 1.496 0.158 -0.112
H 2.535 -0.485 0.612
```

These are the Mulliken partial charges, in e, on atoms 1 to 2: N -0.4173; O -0.4852

=====

[4]
Entry from OMol25: 2 unconnected molecules or ions with the total composition C5H12FNO6S (the ωB97M-V functional and the def2-TZVPD basis).

* largest force on an atom: 0.017 hartree/bohr
* E_LUMO: 0.237 eV
* total energy: -1201.9169 Eh
* structure (SMILES): O=C(O)NS(=O)(=O)F.COCCOC

The geometry in XYZ format:
```
26
C5H12FNO6S (the ωB97M-V functional and the def2-TZVPD basis)
O 3.470 -0.279 -1.314
C 2.834 -1.117 -0.774
O 2.418 -2.242 -1.371
N 2.371 -0.945 0.609
S 3.357 -1.720 1.708
O 3.431 -3.108 1.401
O 3.070 -1.267 3.009
F 4.697 -1.091 1.263
H 2.293 -2.952 -0.725
H 1.484 -1.448 0.711
C -3.521 0.612 -1.252
O -3.137 1.689 -0.419
C -2.655 1.288 0.851
C -1.145 1.332 0.925
O -0.542 0.379 0.061
C -0.060 0.943 -1.148
H -3.718 1.024 -2.240
H -2.732 -0.140 -1.328
H -4.434 0.135 -0.881
H -3.008 0.280 1.094
H -3.064 1.978 1.596
H -0.833 1.098 1.948
H -0.790 2.339 0.685
H 0.828 1.556 -0.967
H -0.827 1.542 -1.643
H 0.213 0.113 -1.800
```

These are the Mulliken partial charges, in e, on atoms 1 to 2: O -0.4568; C 0.5709

=====

> Look up the total energy of the fourth one.

-1201.9169 Eh